1.
Density functional theory data (wB97M-V/def2-TZVPD) for C26H24AlAsPS3Sb2Se4 as an isolated structure.

## Properties
- Frontier orbital gap (alpha / beta): 0.2069 / 0.1652 Eh
- Spin multiplicity: 2
- HOMO (alpha / beta): -2.1 / -2.1 eV
- Charge: -2

Last column: Mulliken charge in e.
Positions of all 62 atoms, in Å:
Al  -2.748  -0.176  -4.629  0.568
S  -2.646  -3.757  -1.079  -0.565
Sb  -3.337  -2.788  -3.051  0.533
S  -4.107  -0.587  -2.791  -0.444
S  -1.645  -2.248  -4.573  -0.438
Se  -3.792  3.814  -7.732  -0.699
Sb  -2.643  1.740  -7.333  0.618
Se  -1.526  1.793  -4.990  -0.106
Se  -1.058  0.931  -8.942  -0.697
Se  -4.190  -0.097  -6.545  -0.498
C  0.146  -1.301  -0.950  -0.067
C  1.139  -1.111  0.187  -1.074
As  0.698  0.041  1.730  0.369
C  -0.529  -1.131  2.715  0.417
C  -1.156  -2.235  2.148  0.121
C  -2.066  -2.984  2.883  -0.703
C  -2.346  -2.648  4.197  -0.463
C  -1.720  -1.550  4.774  -0.600
C  -0.827  -0.792  4.033  -0.635
C  2.322  -0.456  2.720  0.199
C  2.568  -1.756  3.162  -0.208
C  3.742  -2.069  3.826  -0.673
C  4.694  -1.084  4.061  -0.364
C  4.461  0.210  3.630  -0.519
C  3.279  0.521  2.967  -0.569
P  -0.522  0.107  -1.931  0.459
C  -1.465  1.062  -0.679  0.438
C  -2.239  0.376  0.259  -0.526
C  -3.019  1.060  1.178  -0.512
C  -3.068  2.446  1.154  -0.748
C  -2.347  3.136  0.189  -0.562
C  -1.558  2.451  -0.721  -0.631
C  1.002  1.107  -2.164  0.334
C  1.639  0.954  -3.395  -0.764
C  2.834  1.606  -3.663  -0.595
C  3.403  2.435  -2.710  -0.483
C  2.770  2.612  -1.486  -0.807
C  1.581  1.952  -1.218  -0.036
H  -0.736  -1.875  -0.656  -0.778
H  0.621  -1.943  -1.702  0.555
H  2.062  -0.654  -0.184  0.674
H  1.415  -2.092  0.587  0.775
H  -0.963  -2.513  1.120  0.002
H  -2.563  -3.823  2.413  0.408
H  -3.057  -3.232  4.769  0.367
H  -1.938  -1.274  5.799  0.367
H  -0.360  0.076  4.487  0.381
H  1.828  -2.530  2.993  0.286
H  3.917  -3.084  4.163  0.372
H  5.613  -1.329  4.579  0.359
H  5.199  0.984  3.807  0.359
H  3.107  1.538  2.629  0.340
H  -2.256  -0.708  0.267  0.652
H  -3.599  0.502  1.903  0.500
H  -3.682  2.984  1.866  0.368
H  -2.407  4.216  0.133  0.402
H  -1.021  3.006  -1.482  0.518
H  1.171  0.350  -4.163  0.418
H  3.302  1.486  -4.632  0.418
H  4.328  2.957  -2.926  0.354
H  3.200  3.268  -0.739  0.398
H  1.093  2.104  -0.261  0.435

=====

2.
Density functional theory data (wB97M-V/def2-TZVPD) for C26H24AuP2SbSe4 as an isolated structure in a non-equilibrium geometry.

## Properties
- Relative energy (zero: lowest compared OMol25 entry of this formula, charge and spin): 1.590 eV
- Frontier orbital gap: 0.1525 Eh
- HOMO: -6.6 eV

Last column: Mulliken charge in e.
Positions of all 58 atoms, in Å:
Au  0.963  1.283  -0.653  0.241
Se  3.056  5.053  1.685  -0.575
Sb  2.841  4.267  -0.622  0.586
Se  3.351  1.750  -0.813  -0.319
Se  0.363  3.863  -1.217  -0.153
Se  4.026  5.511  -2.376  -0.550
C  -0.326  -1.246  0.975  -1.113
C  -1.555  -0.819  0.178  -1.148
P  -1.270  0.945  -0.220  0.203
C  -2.335  1.342  -1.608  0.817
C  -2.276  0.523  -2.735  -0.432
C  -2.984  0.868  -3.869  -0.748
C  -3.732  2.035  -3.893  -0.522
C  -3.764  2.864  -2.784  -0.738
C  -3.058  2.533  -1.643  -0.325
C  -1.966  1.802  1.203  0.832
C  -1.116  2.523  2.032  -0.545
C  -1.634  3.212  3.116  -0.725
C  -2.997  3.185  3.356  -0.467
C  -3.845  2.455  2.534  -0.814
C  -3.336  1.752  1.460  -0.123
P  1.104  -1.241  -0.189  0.815
C  2.559  -1.228  0.877  0.353
C  2.543  -1.102  2.261  -0.264
C  3.740  -1.032  2.951  -0.699
C  4.946  -1.051  2.271  -0.517
C  4.963  -1.161  0.891  -0.599
C  3.775  -1.255  0.195  -0.491
C  1.076  -3.003  -0.713  0.254
C  0.673  -3.317  -2.006  -0.205
C  0.634  -4.639  -2.417  -0.592
C  1.006  -5.643  -1.541  -0.498
C  1.417  -5.333  -0.253  -0.648
C  1.456  -4.016  0.165  -0.507
H  -0.447  -2.241  1.415  0.699
H  -0.138  -0.506  1.764  0.452
H  -2.480  -0.908  0.759  0.598
H  -1.643  -1.410  -0.741  0.446
H  -1.666  -0.371  -2.728  0.202
H  -2.957  0.230  -4.738  0.427
H  -4.291  2.301  -4.778  0.388
H  -4.341  3.775  -2.804  0.421
H  -3.061  3.191  -0.785  0.515
H  -0.053  2.547  1.817  0.338
H  -0.982  3.781  3.759  0.463
H  -3.411  3.742  4.183  0.403
H  -4.908  2.444  2.720  0.418
H  -3.993  1.180  0.815  0.421
H  1.612  -1.048  2.808  0.327
H  3.725  -0.955  4.028  0.424
H  5.873  -0.965  2.816  0.397
H  5.898  -1.165  0.353  0.431
H  3.777  -1.326  -0.888  0.466
H  0.395  -2.523  -2.690  0.373
H  0.318  -4.884  -3.421  0.414
H  0.988  -6.674  -1.863  0.391
H  1.710  -6.118  0.429  0.411
H  1.780  -3.774  1.170  0.393

=====

3.
Density functional theory data (wB97M-V/def2-TZVPD) for C26H24CoN9S3 as an isolated structure in a non-equilibrium geometry.

## Properties
- Frontier orbital gap (alpha / beta): 0.2020 / 0.2078 Eh
- HOMO (alpha / beta): -12.6 / -12.6 eV
- Charge: +2

Last column: Mulliken charge in e.
Positions of all 63 atoms, in Å:
Co  0.736  0.648  0.632  -1.000
C  0.706  2.527  4.383  -1.709
C  0.377  2.074  3.007  0.806
N  0.906  1.016  2.473  1.816
N  1.821  0.319  3.172  -1.581
C  2.871  -0.015  2.489  0.873
N  3.895  -0.672  3.024  -0.407
S  2.977  0.459  0.793  -0.386
C  -0.449  2.871  2.107  0.519
C  -1.479  3.714  2.517  -0.901
C  -2.164  4.445  1.560  -0.525
C  -1.766  4.346  0.236  -0.806
C  -0.744  3.468  -0.094  -0.265
N  -0.115  2.732  0.811  0.056
H  1.744  2.284  4.607  0.445
H  0.090  2.009  5.117  0.316
H  0.548  3.596  4.485  0.491
H  3.908  -0.864  4.013  0.247
H  4.715  -0.864  2.473  0.226
H  -1.762  3.763  3.555  0.517
H  -2.988  5.081  1.841  0.486
H  -2.251  4.929  -0.529  0.481
H  -0.411  3.362  -1.116  0.531
N  -0.831  0.341  -3.139  0.026
C  0.063  0.499  -4.167  0.087
C  -0.392  0.594  -5.485  -0.807
C  0.507  0.755  -6.516  -0.661
C  1.879  0.810  -6.256  -0.726
C  2.350  0.707  -4.964  -0.785
C  1.448  0.558  -3.912  1.101
S  2.037  0.374  -2.274  -0.221
N  0.693  0.555  -1.305  0.381
C  -0.568  0.442  -1.802  0.838
C  -1.624  0.426  -0.857  1.129
C  -2.995  0.500  -1.195  -1.404
C  -3.942  0.478  -0.208  -0.791
C  -3.527  0.411  1.131  -1.252
C  -2.177  0.370  1.402  0.037
N  -1.237  0.359  0.458  0.755
H  -1.801  0.236  -3.409  0.081
H  -1.453  0.549  -5.676  0.412
H  0.146  0.837  -7.528  0.419
H  2.574  0.928  -7.071  0.422
H  3.408  0.735  -4.754  0.448
H  -3.295  0.580  -2.229  0.456
H  -4.991  0.514  -0.450  0.497
H  -4.246  0.382  1.930  0.511
H  -1.830  0.339  2.428  0.583
N  -0.261  -6.694  1.377  -0.339
C  0.782  -6.013  0.908  0.368
S  2.123  -6.815  0.342  -0.330
C  0.749  -4.541  0.897  1.151
C  -0.145  -3.792  1.669  -1.065
C  -0.128  -2.410  1.594  -0.534
N  0.696  -1.732  0.799  0.437
C  1.563  -2.438  0.073  -0.520
C  1.639  -3.816  0.099  -0.869
H  -0.236  -7.704  1.366  0.222
H  -1.106  -6.246  1.693  0.161
H  -0.842  -4.263  2.345  0.334
H  -0.812  -1.833  2.200  0.403
H  2.250  -1.887  -0.556  0.418
H  2.373  -4.324  -0.507  0.400